Version one
Entry from the Open Molecules 2025 dataset: an isolated molecule of C5H12O2 (ωB97M-V/def2-TZVPD).

The value obtained for the frontier orbital gap is 10.70 eV. The SMILES is CCOCCOC.

The geometry in ORCA input format:
```
! RIJCOSX wB97M-V def2-TZVPD def2/J DEFGRID3
* xyz 0 1
C 2.432 0.789 0.108
C 2.354 -0.464 -0.756
O 1.151 -1.348 -0.499
C 0.141 -0.947 0.394
C -1.160 -0.485 -0.262
O -1.891 0.121 0.783
C -3.105 0.680 0.360
H 1.539 0.732 0.738
H 2.340 1.738 -0.426
H 3.267 0.823 0.811
H 3.209 -1.129 -0.582
H 2.309 -0.219 -1.823
H -0.050 -1.696 1.176
H 0.438 -0.055 0.973
H -0.918 0.249 -1.051
H -1.748 -1.294 -0.726
H -3.783 -0.084 -0.053
H -2.947 1.458 -0.405
H -3.577 1.131 1.237
*
```

=====

Version two
Entry from the Open Molecules 2025 dataset: a cluster of 2 separate species, C5H12O2 in total (ωB97M-V/def2-TZVPD).

The value obtained for the frontier orbital gap is 10.88 eV. The SMILES is CC[C@@H](O)CC=O.[H][H].

The geometry in ORCA input format:
```
! RIJCOSX wB97M-V def2-TZVPD def2/J DEFGRID3
* xyz 0 1
C -1.751 1.736 -1.001
C -1.205 0.391 -0.505
C 0.350 0.407 -0.519
O 0.770 1.369 0.425
C 1.161 -0.912 -0.239
C 0.264 -1.461 0.797
O 0.201 -0.997 1.920
H -1.376 2.546 -0.367
H -1.431 1.939 -2.030
H -2.850 1.765 -0.983
H -1.575 0.243 0.522
H -1.607 -0.422 -1.122
H 0.677 0.729 -1.506
H 0.679 0.962 1.307
H 2.142 -0.595 0.126
H 1.312 -1.599 -1.080
H -0.524 -2.130 0.402
H 2.628 -2.161 1.712
H 2.136 -1.810 2.143
*
```

=====

Stability check: which of them is least stable? version one.

=====

Version one
Entry from the Open Molecules 2025 dataset: a cluster of 2 separate species, C5H12O2 in total (ωB97M-V/def2-TZVPD).

The value obtained for the frontier orbital gap is 10.64 eV. The SMILES is CC[C@@H](O)CC=O.[H][H].

The geometry in ORCA input format:
```
! RIJCOSX wB97M-V def2-TZVPD def2/J DEFGRID3
* xyz 0 1
C 0.201 0.099 2.663
C 0.387 -0.518 1.264
C -0.499 0.288 0.240
O -0.010 1.579 0.126
C -0.972 -0.135 -1.417
C 0.386 -0.591 -1.398
O 1.368 0.120 -1.596
H 0.491 1.154 2.664
H -0.844 0.036 2.985
H 0.808 -0.416 3.418
H 1.455 -0.471 1.001
H 0.116 -1.580 1.299
H -1.506 0.291 0.620
H 0.776 1.523 -0.460
H -1.219 0.840 -1.845
H -1.774 -0.868 -1.598
H 0.467 -1.631 -1.049
H -0.150 0.046 -3.593
H 0.519 0.235 -3.324
*
```

=====

Version two
Entry from the Open Molecules 2025 dataset: a cluster of 3 separate species, C5H12O2 in total (ωB97M-V/def2-TZVPD).

The value obtained for the frontier orbital gap is 8.58 eV. The SMILES is C=C/C=C/C.O.O.

The geometry in ORCA input format:
```
! RIJCOSX wB97M-V def2-TZVPD def2/J DEFGRID3
* xyz 0 1
C 0.864 -2.166 0.896
C -0.023 -2.371 -0.087
C 0.047 -1.785 -1.455
C 0.233 -0.473 -1.745
C -0.365 0.129 -3.007
H 0.919 -2.951 1.638
H 1.353 -1.204 0.813
H -0.689 -3.236 -0.035
H -0.205 -2.435 -2.294
H 1.045 0.023 -1.219
H 0.144 -0.211 -3.902
H -1.402 -0.207 -3.042
H -0.328 1.202 -2.860
O 0.087 3.691 1.580
H -0.364 4.459 1.269
H 0.623 3.844 2.354
O -0.622 1.021 2.799
H -0.331 1.826 2.317
H -1.406 0.937 2.261
*
```

=====

Version three
Entry from the Open Molecules 2025 dataset: an isolated molecule of C5H12O2 (ωB97M-V/def2-TZVPD).

The value obtained for the frontier orbital gap is 10.85 eV. The SMILES is CC[C@@H](O)[C@@H](C)O.

The geometry in ORCA input format:
```
! RIJCOSX wB97M-V def2-TZVPD def2/J DEFGRID3
* xyz 0 1
C 2.258 0.387 1.351
C 0.755 0.401 1.132
C 0.334 -0.158 -0.219
O 0.655 -1.529 -0.365
C -1.139 0.169 -0.447
C -1.590 -0.062 -1.887
O -1.898 -0.504 0.539
H 2.657 -0.627 1.244
H 2.759 1.024 0.612
H 2.509 0.764 2.347
H 0.231 -0.170 1.911
H 0.363 1.423 1.202
H 0.885 0.341 -1.026
H 0.354 -1.986 0.432
H -1.205 1.267 -0.301
H -2.611 -0.452 -1.984
H -1.588 0.951 -2.281
H -0.923 -0.691 -2.486
H -2.809 -0.548 0.227
*
```

=====

Version four
Entry from the Open Molecules 2025 dataset: a cluster of 2 separate species, C5H12O2 in total (ωB97M-V/def2-TZVPD).

The value obtained for the frontier orbital gap is 10.77 eV. The SMILES is CCC(=O)CC.O.

The geometry in ORCA input format:
```
! RIJCOSX wB97M-V def2-TZVPD def2/J DEFGRID3
* xyz 0 1
C 2.268 0.010 1.623
C 1.238 0.850 0.881
C 0.363 0.051 -0.060
O 0.341 -1.167 -0.019
C -0.489 0.847 -1.028
C -1.303 -0.023 -1.973
H 1.789 -0.837 2.120
H 3.014 -0.394 0.930
H 2.786 0.612 2.375
H 0.554 1.348 1.584
H 1.712 1.660 0.313
H 0.183 1.521 -1.577
H -1.142 1.502 -0.433
H -0.660 -0.766 -2.455
H -2.076 -0.552 -1.409
H -1.776 0.586 -2.749
O -2.388 -1.424 0.813
H -1.489 -1.649 0.526
H -2.926 -2.174 0.538
*
```

=====

Stability check: which of them is least stable? version one.

=====

Version one
Entry from the Open Molecules 2025 dataset: an isolated molecule of CH2N2O2S (ωB97M-V/def2-TZVPD).

The value obtained for the frontier orbital gap is 10.31 eV.

The geometry in ORCA input format:
```
! RIJCOSX wB97M-V def2-TZVPD def2/J DEFGRID3
* xyz 0 1
C -1.496 0.123 1.266
N -2.568 0.207 1.746
N -0.295 -0.067 0.814
O 2.044 -0.979 -0.832
O -0.020 0.559 -0.442
S 0.845 -0.631 -1.445
H 0.996 0.546 -2.535
H 0.493 0.242 1.428
*
```

=====

Version two
Entry from the Open Molecules 2025 dataset: a structure of composition CH2N2O2S (ωB97M-V/def2-TZVPD).

The value obtained for the frontier orbital gap is 8.99 eV.

The geometry in ORCA input format:
```
! RIJCOSX wB97M-V def2-TZVPD def2/J DEFGRID3
* xyz 0 1
C -0.945 -0.209 0.036
N -0.822 1.049 -0.082
N -0.609 2.145 -0.161
O 1.842 -0.001 1.119
O 1.685 -0.690 -1.218
S 1.341 -0.956 0.160
H -1.289 -0.568 0.991
H -1.204 -0.770 -0.846
*
```

=====

Stability check: which of them is least stable? version one.

=====

Version one
Entry from the Open Molecules 2025 dataset: a cluster of 2 separate species, CH2N2O2S in total (ωB97M-V/def2-TZVPD).

The value obtained for the frontier orbital gap is 11.19 eV. The SMILES is N=S(=O)=O.C#N.

The geometry in ORCA input format:
```
! RIJCOSX wB97M-V def2-TZVPD def2/J DEFGRID3
* xyz 0 1
N 0.313 1.747 0.175
S -0.056 0.738 1.223
O 0.571 0.696 2.497
O -1.209 -0.044 0.883
H 1.203 2.239 0.270
C -0.291 -1.773 -1.748
N -0.814 -2.759 -1.852
H 0.283 -0.845 -1.449
*
```

=====

Version two
Entry from the Open Molecules 2025 dataset: an isolated molecule of CH2N2O2S (ωB97M-V/def2-TZVPD).

The value obtained for the frontier orbital gap (spin up / spin down) is 7.16 / 7.16 eV.

The geometry in ORCA input format:
```
! RIJCOSX wB97M-V def2-TZVPD def2/J DEFGRID3
* xyz 0 1
C 0.296 -0.014 -0.309
N 1.126 -0.053 0.781
N 1.627 0.092 -0.630
O -2.910 -0.157 1.012
O -0.848 0.074 -0.778
S -2.650 0.002 -0.419
H 1.361 -0.971 1.159
H 1.996 1.027 -0.816
*
```

=====

Stability check: which of them is least stable? version two.